No. 1
Formula: C4H11N3S
Source: the Open Molecules 2025 dataset
Level of theory: wB97M-V/def2-TZVPD

Frontier orbital gap   0.32547 Eh
Energy   -19627.0161 eV
HOMO   -8.10 eV
Energy above the lowest of the compared OMol25 structures with the same formula, charge and spin   5.145 eV

Last column: Mulliken charge in e.
Element x y z (Å)
S  2.39575  -0.47297  -0.05486  -0.268
N  -1.51770  -0.29901  -0.07676  0.325
N  0.61904  -1.02704  -0.09140  -0.561
N  -2.63677  0.55864  -0.46042  -0.687
C  0.27244  1.38690  -0.61231  -0.796
C  0.42036  1.95920  0.89344  -0.741
C  -1.68653  -1.66978  0.51836  -0.908
C  -0.12815  0.02755  -0.25440  0.632
H  -0.37293  2.05001  -1.17283  0.405
H  -0.93867  -1.74775  1.33522  0.291
H  -1.45964  -2.81349  -0.12171  0.211
H  -3.06044  0.11839  -1.16494  0.230
H  1.36480  1.51116  -1.05067  0.270
H  0.20825  3.11681  0.76878  0.305
H  -2.64139  -1.65814  1.05435  0.347
H  -0.68558  1.64123  1.34058  0.211
H  -3.44759  0.65799  0.30251  0.261
H  2.77852  -1.78930  -0.67368  0.181
H  1.40194  1.62924  1.38978  0.293

Forces on the atoms, in the same order (eV/Å):
-0.895 -4.040 -1.429
0.515 -0.828 0.352
2.240 2.454 0.193
1.484 1.245 5.111
3.233 1.860 1.658
-3.329 1.782 -0.807
0.438 -1.510 -0.063
-2.229 -2.326 -1.764
-0.578 -0.522 0.020
-0.345 0.027 -0.630
-0.989 3.914 1.301
-2.005 -2.024 -3.692
-2.466 -0.837 0.503
1.307 -2.104 0.706
-0.197 -0.358 -0.641
3.354 0.500 -0.173
2.854 -0.513 -1.513
-0.434 2.632 1.287
-1.955 0.648 -0.418

No. 2
Formula: C4H11N4
Source: the Open Molecules 2025 dataset
Level of theory: wB97M-V/def2-TZVPD

Total charge   +1
Frontier orbital gap   0.37414 Eh
Energy   -10278.4128 eV
HOMO   -13.26 eV
Energy above the lowest of the compared OMol25 structures with the same formula, charge and spin   2.777 eV

Last column: Mulliken charge in e.
Element x y z (Å)
N  -0.59183  0.07363  -0.69536  -0.438
N  -0.90960  1.39503  -0.26372  0.019
N  1.82139  -0.76200  -0.97661  -0.550
N  0.82915  -1.07421  1.12278  -0.426
C  -1.59010  -0.87653  -0.29198  -0.981
C  0.31323  2.02406  0.25557  -0.187
C  1.32085  1.18462  0.38184  -1.184
C  1.03643  -0.24639  0.03208  1.027
H  -1.82157  -0.83498  0.78437  0.418
H  1.93433  -0.17436  -1.78791  0.238
H  1.15113  -2.02426  1.02593  0.207
H  0.27354  3.07909  0.46338  0.534
H  -1.26745  1.94873  -1.06191  0.355
H  0.99341  -0.68633  2.03832  0.231
H  -1.20984  -1.86752  -0.52804  0.328
H  -1.65073  1.39959  0.46705  0.396
H  -2.50525  -0.71548  -0.87417  0.315
H  1.62458  -1.71885  -1.23221  0.242
H  2.30450  1.44577  0.73202  0.456

Forces on the atoms, in the same order (eV/Å):
2.042 -0.162 -0.003
-0.693 0.386 0.151
0.402 -0.251 -0.049
0.174 -0.234 0.192
-0.532 0.197 0.117
0.466 -0.220 0.100
-0.393 -0.092 -0.107
-1.942 0.609 -0.625
0.029 -0.100 -0.092
-0.148 0.002 -0.019
0.123 0.013 0.097
-0.025 0.110 -0.001
0.068 -0.254 0.334
-0.022 -0.026 -0.056
-0.054 -0.024 0.015
0.296 0.041 -0.251
0.058 -0.155 0.116
0.046 -0.029 -0.004
0.104 0.188 0.085

No. 3
Formula: C4H11N4
Source: the Open Molecules 2025 dataset
Level of theory: wB97M-V/def2-TZVPD

Total charge   +1
Frontier orbital gap   0.30945 Eh
Energy   -10276.9564 eV
HOMO   -13.03 eV
Energy above the lowest of the compared OMol25 structures with the same formula, charge and spin   4.233 eV

Last column: Mulliken charge in e.
Element x y z (Å)
N  -1.90259  1.77645  0.68740  -0.425
N  -2.64733  0.82669  0.66102  0.295
N  1.10264  -0.24187  0.29808  -0.342
N  3.15830  0.74930  -0.88188  -0.906
C  -0.04336  0.30245  0.75282  0.093
C  -0.59505  1.63267  0.72139  -0.439
C  -2.87805  -0.58094  -1.31454  -0.966
C  -2.94484  -0.26641  0.17045  -0.054
H  2.65379  1.25003  -1.64828  0.304
H  -2.07028  -0.01824  -1.76592  0.290
H  -0.69834  -0.45688  1.20527  0.517
H  -3.84981  -0.23947  -1.62462  0.310
H  -2.72618  -1.58550  -1.64015  0.349
H  -3.80510  -0.84602  0.77222  0.284
H  1.85679  0.45740  -0.07180  0.421
H  3.78140  1.41259  -0.39056  0.272
H  3.49249  -0.21257  -1.04345  0.259
H  1.35016  -1.26541  0.60363  0.282
H  0.01691  2.52232  0.68367  0.456

Forces on the atoms, in the same order (eV/Å):
1.222 2.094 -0.849
-0.767 -0.729 1.904
-1.952 0.386 2.149
-0.389 1.580 -0.038
0.770 -1.849 -0.058
1.844 -1.069 -0.185
0.732 1.039 0.763
-3.919 -2.879 -0.467
1.227 -1.089 0.497
-0.107 0.448 -0.272
0.073 0.382 -0.143
-0.338 0.132 -0.759
-0.161 -0.933 0.467
2.365 0.868 -1.056
0.295 -1.454 -0.003
-0.135 -1.044 -0.741
0.095 1.297 -0.316
-0.718 2.822 -0.871
-0.137 -0.001 -0.021

No. 4
Formula: C4H11N4
Source: the Open Molecules 2025 dataset
Level of theory: wB97M-V/def2-TZVPD

Total charge   +1
Frontier orbital gap   0.31029 Eh
Energy   -10276.8517 eV
HOMO   -11.72 eV
Energy above the lowest of the compared OMol25 structures with the same formula, charge and spin   4.338 eV

Last column: Mulliken charge in e.
Element x y z (Å)
N  -0.33205  -0.16911  1.54019  -0.194
N  -0.43280  0.15366  -0.81686  0.041
N  1.45500  1.78591  0.11044  -0.240
N  1.06434  2.08185  -0.95789  -0.007
C  0.14965  1.36276  -1.70490  -0.215
C  -0.64064  -1.03962  -1.65795  -1.027
C  0.29746  -0.70972  2.72541  -0.841
C  0.35752  -0.08599  0.36598  -0.347
H  1.19978  -0.75287  0.24727  0.416
H  -0.47066  -1.22105  3.30398  0.294
H  -1.31367  -0.80807  -2.48257  0.375
H  -0.99218  0.57227  1.74313  0.234
H  0.75667  0.06439  3.34269  0.313
H  0.31130  -1.39198  -2.05155  0.429
H  -1.08307  -1.83117  -1.05258  0.372
H  -1.34767  0.47860  -0.48479  0.417
H  0.64355  0.94267  -2.58345  0.326
H  1.05572  -1.43160  2.43765  0.324
H  -0.67826  1.99906  -2.02419  0.330

Forces on the atoms, in the same order (eV/Å):
-0.361 0.030 -0.527
-0.029 0.803 -0.022
-0.935 -2.456 1.012
0.595 1.456 -0.284
-0.727 -0.746 -0.709
-0.232 -0.780 -0.391
-0.019 -0.175 0.406
1.419 2.282 0.518
-0.161 -0.198 -0.131
0.146 -0.029 0.103
0.063 0.081 0.029
0.099 0.004 -0.107
0.054 -0.020 -0.073
0.032 0.154 0.068
0.007 0.115 0.015
0.152 -0.138 -0.137
-0.090 -0.137 0.110
0.038 -0.066 0.006
-0.050 -0.180 0.114

No. 5
Formula: C4H11N4
Source: the Open Molecules 2025 dataset
Level of theory: wB97M-V/def2-TZVPD

Total charge   +1
Frontier orbital gap (spin up / spin down)   0.28429 / 0.28427 Eh
Energy   -10275.4503 eV
HOMO (spin up / spin down)   -13.44 / -13.44 eV
Energy above the lowest of the compared OMol25 structures with the same formula, charge and spin   5.739 eV

Last column: Mulliken charge in e.
Element x y z (Å)
N  -1.62943  0.07529  -0.27507  0.153
N  0.92443  -0.55069  0.29474  0.682
N  1.98469  -0.80708  -0.40959  -0.435
N  -1.46635  -1.10109  -0.05844  -0.415
C  2.74050  0.38782  -0.78250  -0.862
C  -2.96955  0.56867  -0.49134  -0.825
C  -0.14574  -1.59995  0.27852  -0.483
C  0.55580  0.62829  0.99413  -0.807
H  2.03704  1.15601  -1.09748  0.402
H  -3.72790  -0.12811  -0.70019  0.372
H  3.51550  0.02549  -1.51286  0.291
H  0.01868  0.40496  1.96914  0.334
H  1.44216  1.25808  1.14713  0.342
H  -0.21644  -1.89001  1.38931  0.369
H  0.27001  -2.52570  -0.41688  0.358
H  -3.49902  0.86519  0.49937  0.284
H  -2.92925  1.32474  -1.25164  0.303
H  -0.22156  1.07932  0.41795  0.548
H  3.31643  0.82876  0.00571  0.389

Forces on the atoms, in the same order (eV/Å):
-0.180 0.927 -0.328
2.231 -2.490 -2.222
-3.521 1.867 1.602
-0.679 -1.584 -0.165
1.100 -1.064 -0.585
-1.200 0.327 2.016
1.889 -2.067 0.856
1.124 1.048 1.899
0.180 -0.040 -0.574
-0.432 -1.769 -1.176
-1.152 0.678 0.351
0.981 -0.176 -1.072
-0.479 -0.142 0.142
-0.086 -0.138 -1.724
-1.467 2.544 1.837
1.730 0.541 -1.265
-0.108 0.615 0.100
-0.236 0.835 -0.645
0.303 0.088 0.954

No. 6
Formula: C4H11N4O2
Source: the Open Molecules 2025 dataset
Level of theory: wB97M-V/def2-TZVPD

Total charge   +1
Frontier orbital gap   0.35824 Eh
Energy   -14368.6959 eV
HOMO   -13.83 eV
Energy above the lowest of the compared OMol25 structures with the same formula, charge and spin   7.839 eV

Last column: Mulliken charge in e.
Element x y z (Å)
O  -2.17756  -3.04134  -1.53744  -0.483
O  -1.86963  -2.35655  0.47799  -0.642
N  0.00570  -0.35929  -0.45480  0.058
N  0.14317  -0.41280  1.07825  -0.226
N  0.93336  0.35975  -1.04808  -0.414
N  -1.55503  -2.46034  -0.68684  1.059
C  -0.24706  -1.80894  -1.07820  -0.600
C  0.57768  1.74961  -0.80132  -0.440
C  -0.17514  0.94738  1.51599  -0.418
C  0.56788  2.05475  0.70816  -0.573
H  1.81125  -0.00307  -1.28882  0.216
H  1.38321  2.53099  -1.26237  0.319
H  -1.29082  0.85738  1.36260  0.285
H  0.02790  2.96973  0.95304  0.303
H  -0.19371  -1.57281  -2.14983  0.429
H  0.95608  -1.04518  1.46170  0.422
H  -0.67606  -1.18573  1.14459  0.418
H  -0.39216  2.09825  -1.26159  0.276
H  0.44904  -2.54411  -0.80925  0.330
H  1.59180  2.14708  1.06999  0.327
H  0.13011  1.07522  2.60626  0.354

Forces on the atoms, in the same order (eV/Å):
0.646 0.293 0.463
0.090 0.288 1.160
-1.658 -4.179 0.478
-0.115 -5.600 -1.062
-1.635 1.854 -0.662
-0.338 0.655 -1.550
-0.001 3.258 -0.310
1.942 3.819 -1.089
-0.470 0.481 1.592
-0.696 -1.247 0.013
1.500 -0.240 0.013
-1.703 -2.220 0.808
1.106 1.279 0.444
0.163 0.093 -0.228
-0.401 -0.435 0.399
-0.931 2.268 -0.831
1.053 2.073 0.818
0.887 -1.113 0.247
1.444 -0.884 0.484
-0.029 -0.055 0.112
-0.853 -0.389 -1.299

No. 7
Formula: C4H11N5
Source: the Open Molecules 2025 dataset
Level of theory: wB97M-V/def2-TZVPD

Frontier orbital gap   0.34910 Eh
Energy   -11775.2921 eV
HOMO   -8.61 eV
Energy above the lowest of the compared OMol25 structures with the same formula, charge and spin   1.258 eV

Last column: Mulliken charge in e.
Element x y z (Å)
N  -0.49374  0.00512  0.57801  0.048
N  -0.61089  -1.99782  -0.88088  -0.464
N  1.40541  -1.24030  -0.16278  -0.606
N  -1.44927  2.05689  -0.19682  -0.743
N  -2.49425  0.12491  -0.74653  -0.520
C  0.46362  0.70417  1.48494  -1.303
C  -1.37451  0.79030  -0.12494  0.607
C  2.42057  -0.22126  -0.21664  -0.858
C  0.18955  -1.00525  -0.21183  0.488
H  1.98211  0.77342  -0.37599  0.314
H  0.01780  0.76315  2.46660  0.271
H  3.02660  -0.28420  0.73593  0.291
H  -3.03998  -0.44534  -0.09479  0.252
H  -3.01397  0.77161  -1.38049  0.248
H  1.33235  0.09121  1.59393  0.523
H  3.08043  -0.56655  -1.04406  0.279
H  0.04517  -2.51546  -1.46648  0.278
H  0.61865  1.66100  1.13731  0.403
H  -0.59240  2.55102  0.19387  0.232
H  -1.51324  -2.01660  -1.28837  0.259

Forces on the atoms, in the same order (eV/Å):
1.911 -0.741 -0.835
2.599 -0.036 0.445
1.307 -0.428 -1.108
2.047 1.283 0.574
0.820 0.090 -0.117
-2.047 -2.074 0.836
-3.340 1.020 -0.635
0.972 -0.974 0.694
-3.393 -1.638 0.123
0.684 -0.117 -0.103
-0.402 0.151 0.291
-0.313 0.519 -1.031
0.187 0.440 -0.530
0.560 -0.826 1.348
0.227 0.146 0.056
-0.231 0.843 0.469
-0.320 0.134 0.410
1.020 1.938 -0.573
-1.440 -0.845 -0.700
-0.848 1.116 0.386

No. 8
Formula: C4H11NO
Source: the Open Molecules 2025 dataset
Level of theory: wB97M-V/def2-TZVPD

Frontier orbital gap   0.30694 Eh
Energy   -7863.0792 eV
HOMO   -7.50 eV
Energy above the lowest of the compared OMol25 structures with the same formula, charge and spin   1.474 eV

Last column: Mulliken charge in e.
Element x y z (Å)
O  4.54128  0.90794  1.69478  -0.639
N  0.04406  -0.30723  0.75548  -0.474
C  -1.67277  -1.93743  0.19145  -1.249
C  -1.49581  0.22262  -0.98490  -0.213
C  -1.01580  -0.63850  -0.09726  0.777
C  -1.07797  1.56106  -1.47552  -1.148
H  0.74691  0.33678  0.39881  0.159
H  0.55955  -0.79212  1.46506  0.189
H  4.83604  1.69564  2.15299  0.319
H  -1.84968  2.32691  -1.40150  0.289
H  -2.76435  -1.94045  0.19055  0.294
H  -0.19368  1.91168  -0.92421  0.262
H  -2.43879  -0.06647  -1.46488  0.235
H  -1.31822  -2.45136  1.08257  0.348
H  -0.76131  1.51945  -2.51883  0.271
H  5.29059  0.32110  1.53636  0.321
H  -1.43003  -2.66960  -0.60097  0.259

Forces on the atoms, in the same order (eV/Å):
-0.383 -0.369 -0.252
1.696 1.501 -0.480
-0.213 -1.692 -0.750
-1.751 -0.158 -1.168
0.465 0.499 1.483
1.428 0.205 0.560
-0.725 0.131 -0.253
-0.951 -1.299 -0.039
0.363 -0.056 0.040
-0.122 -0.117 0.123
0.088 0.440 0.187
-0.216 0.194 -0.072
0.364 -0.409 0.132
-0.014 0.427 0.326
-0.101 -0.043 -0.123
-0.007 0.417 0.207
0.078 0.328 0.079

No. 9
Formula: C4H11NO
Source: the Open Molecules 2025 dataset
Level of theory: wB97M-V/def2-TZVPD

Frontier orbital gap   0.39727 Eh
Energy   -7864.2392 eV
HOMO   -9.95 eV
Energy above the lowest of the compared OMol25 structures with the same formula, charge and spin   0.314 eV

Last column: Mulliken charge in e.
Element x y z (Å)
O  -1.10296  -0.93765  0.35618  -0.592
N  -1.72479  -1.47466  2.47763  -0.398
C  0.95853  0.05652  -2.98858  -0.889
C  1.50267  0.73064  -1.72966  -0.686
C  -0.62297  0.64024  2.10451  -0.878
C  -1.13691  -0.66891  1.53493  0.685
H  -0.31743  0.45719  3.15459  0.286
H  0.26375  0.97140  1.58810  0.218
H  0.29226  0.71251  -3.54237  0.253
H  0.41324  -0.87950  -2.79926  0.264
H  -1.68903  -1.27727  3.46276  0.180
H  -1.24615  1.52763  2.11954  0.264
H  1.52869  0.08320  -0.84231  0.141
H  1.71128  -0.29864  -3.67697  0.315
H  -2.12293  -2.34032  2.14961  0.235
H  0.81879  1.53094  -1.44641  0.218
H  2.47396  1.16670  -1.92229  0.385

Forces on the atoms, in the same order (eV/Å):
0.095 -0.281 -0.053
0.151 -0.126 -0.513
-0.398 -0.934 0.001
-0.604 -0.062 0.167
1.066 -0.188 1.222
-0.784 0.913 0.389
-0.119 0.241 -0.418
0.359 -0.205 -0.382
-0.017 0.064 -0.061
-0.197 0.455 0.365
-0.010 -0.011 -0.192
-0.786 -0.364 -0.237
0.246 -0.062 -0.447
0.599 0.285 -0.184
0.049 0.025 0.161
0.093 0.155 0.021
0.257 0.094 0.162

No. 10
Formula: C4H11NO
Source: the Open Molecules 2025 dataset
Level of theory: wB97M-V/def2-TZVPD

Frontier orbital gap   0.39650 Eh
Energy   -7862.6420 eV
HOMO   -9.79 eV
Energy above the lowest of the compared OMol25 structures with the same formula, charge and spin   1.912 eV

Last column: Mulliken charge in e.
Element x y z (Å)
O  -2.98677  1.00052  0.15486  -0.517
N  2.54270  -0.50341  -0.89448  -0.641
C  0.30700  -0.77036  0.18569  -0.592
C  -1.65417  0.68152  -0.25471  -0.408
C  1.41845  0.27562  -0.26985  -0.512
C  -0.89210  -0.13246  0.81909  -0.464
H  0.90377  0.88218  -1.03567  0.221
H  -1.61817  0.13506  -1.22115  0.272
H  -3.40852  0.16630  0.57710  0.324
H  -0.54722  0.46444  1.63503  0.198
H  2.78770  -1.32218  -0.14111  0.266
H  0.81765  -1.49813  0.85116  0.398
H  -1.65133  -0.88255  1.11644  0.386
H  1.63685  0.99536  0.50092  0.345
H  3.48064  0.14944  -0.84999  0.261
H  -1.19473  1.72504  -0.40539  0.224
H  0.05825  -1.36638  -0.76795  0.238

Forces on the atoms, in the same order (eV/Å):
-0.839 -2.241 0.876
2.946 0.429 3.129
1.961 -0.801 -1.479
0.483 1.742 0.423
-1.625 -1.455 -1.083
-1.032 -0.284 -1.733
0.561 -0.218 -0.127
-0.177 0.247 0.439
1.094 2.068 -1.145
-0.287 0.467 0.767
-0.615 2.549 -2.328
-0.397 0.337 -0.101
0.651 0.103 0.382
0.549 -0.053 0.736
-2.976 -2.118 -0.193
-0.444 -1.608 0.044
0.148 0.836 1.394